Molecular formula: C16H35O4RuSSi4
Method: DFT, wB97M-V/def2-TZVPD

The geometry in XYZ format:
```
61
Properties=species:S:1:pos:R:3:lowdin_charge:R:1
Ru -0.050 -0.527 1.287 0.733
C 3.345 -0.088 2.031 -0.033
C 2.202 -0.943 1.558 -0.346
C 1.918 -1.063 0.180 -0.087
C 0.894 -1.930 -0.259 -0.127
C 0.166 -2.735 0.634 -0.120
C 0.387 -2.566 2.018 -0.167
C 1.396 -1.671 2.475 -0.147
H 3.282 0.928 1.639 0.079
H 4.285 -0.512 1.677 0.102
H 3.385 -0.045 3.119 0.081
H 2.469 -0.474 -0.539 0.135
H 0.657 -1.964 -1.314 0.130
H -0.582 -3.423 0.271 0.121
H -0.181 -3.135 2.738 0.111
H 1.575 -1.570 3.536 0.125
O -0.274 2.801 -1.424 -0.204
S -0.935 2.151 -0.352 0.446
O -0.327 2.629 1.015 -0.399
O -0.901 0.694 -0.352 -0.375
O -2.372 2.608 -0.207 -0.302
C -0.248 4.179 4.229 -0.199
Si 1.044 2.875 3.902 0.432
C 2.617 3.634 3.238 -0.203
C 1.340 1.757 5.369 -0.203
Si 0.195 1.472 2.178 0.668
Si -2.066 -0.457 2.607 0.410
C -3.396 -1.420 1.695 -0.209
C -1.829 -1.201 4.321 -0.210
C -2.780 1.267 2.934 -0.224
Si -3.489 3.132 -1.475 0.481
C -3.349 1.878 -2.829 -0.141
C -5.086 3.083 -0.550 -0.145
C -2.947 4.826 -1.967 -0.144
H 0.111 4.838 5.024 0.046
H -1.203 3.765 4.553 0.027
H -0.420 4.792 3.343 0.042
H 3.460 2.944 3.297 0.028
H 2.871 4.516 3.831 0.044
H 2.509 3.960 2.202 0.038
H 1.735 2.342 6.203 0.045
H 2.067 0.975 5.146 0.022
H 0.418 1.282 5.708 0.027
H -3.106 -2.459 1.525 0.021
H -3.609 -0.974 0.720 0.022
H -4.323 -1.421 2.275 0.035
H -1.532 -2.252 4.296 0.017
H -2.764 -1.147 4.884 0.038
H -1.071 -0.659 4.893 0.014
H -2.993 1.815 2.015 0.013
H -2.107 1.888 3.542 -0.004
H -3.714 1.196 3.499 0.049
H -3.793 0.924 -2.543 0.046
H -2.308 1.708 -3.111 0.040
H -3.869 2.236 -3.720 0.049
H -5.337 2.066 -0.244 0.042
H -5.898 3.454 -1.178 0.047
H -5.044 3.709 0.343 0.046
H -1.958 4.807 -2.426 0.041
H -2.916 5.499 -1.108 0.048
H -3.649 5.245 -2.692 0.048
```

charge = +1
E = -2582.652441 Ha
gap between HOMO and LUMO = 7.79 eV
maximum force = 1.5 eV/A
HOMO level = -11.099 eV
LUMO = -3.31 eV